Computed, not measured: a cluster of 10 separate species, H20O10 in total in a non-equilibrium geometry, with wB97M-V/def2-TZVPD.

```
! RIJCOSX wB97M-V def2-TZVPD def2/J DEFGRID3
* xyz 0 1
H -1.89 -0.92 1.45
O 0.01 -0.13 -0.38
O 2.08 1.74 0.23
H 3.89 -0.90 0.60
H -0.12 2.49 -1.68
H 1.16 1.53 0.02
H 1.70 -1.70 1.93
O 2.53 0.58 -2.46
H 1.64 0.88 -2.39
H -0.69 -0.42 -1.00
H 0.40 -0.02 2.54
O 0.20 2.04 -2.49
H 2.68 -0.01 -1.73
O -3.16 -0.41 -1.14
H 0.65 -0.86 -0.31
O -2.83 1.62 0.82
O 1.42 -2.44 1.35
H -4.06 -0.11 -1.04
O 3.13 -0.96 0.04
H 2.55 0.92 0.32
H 0.65 2.71 -3.02
H 0.77 -2.86 1.89
H -2.74 0.95 0.15
H -3.14 -1.80 1.71
H 2.61 -1.74 0.30
H -0.23 0.10 1.16
O -2.43 -1.59 1.07
O -0.44 0.07 2.09
H -3.04 -1.06 -0.41
H -3.30 2.32 0.36
*
```

- relative energy (zero: lowest compared OMol25 entry of this formula, charge and spin) (kJ/mol) = 263.16
- LUMO level (eV) = -0.122
- frontier orbital gap (eV) = 9.75
- energy (Ha) = -764.381688
- HOMO level (eV) = -9.876

Here are the natural (NBO) charges for atoms 1 to 4, given in e:
1. H 0.51
2. O -0.97
3. O -0.96
4. H 0.49